Entry 1:
{
  "formula": "C30H90CuN15O5P5",
  "method": "ωB97M-V/def2-TZVPD",
  "symbols": ["Cu", "O", "P", "N", "C", "C", "N", "C", "C", "N", "C", "C", "H", "H", "H", "H", "H", "H", "H", "H", "H", "H", "H", "H", "H", "H", "H", "H", "H", "H", "O", "P", "N", "C", "C", "N", "C", "C", "N", "C", "C", "H", "H", "H", "H", "H", "H", "H", "H", "H", "H", "H", "H", "H", "H", "H", "H", "H", "H", "O", "P", "N", "C", "C", "N", "C", "C", "N", "C", "C", "H", "H", "H", "H", "H", "H", "H", "H", "H", "H", "H", "H", "H", "H", "H", "H", "H", "H", "O", "P", "N", "C", "C", "N", "C", "C", "N", "C", "C", "H", "H", "H", "H", "H", "H", "H", "H", "H", "H", "H", "H", "H", "H", "H", "H", "H", "H", "O", "P", "N", "C", "C", "N", "C", "C", "N", "C", "C", "H", "H", "H", "H", "H", "H", "H", "H", "H", "H", "H", "H", "H", "H", "H", "H", "H", "H"],
  "positions_angstrom": [[-0.25, -0.65, 0.78], [-1.99, 0.23, 1.30], [-3.26, 0.25, 0.49], [-3.44, 1.84, -0.03], [-2.40, 2.74, 0.26], [-4.59, 2.26, -0.76], [-4.55, -0.19, 1.41], [-5.89, -0.56, 0.88], [-4.77, 0.36, 2.68], [-3.29, -0.66, -0.84], [-2.62, -0.31, -2.11], [-3.25, -2.11, -0.56], [-1.47, 2.45, -0.23], [-2.17, 2.65, 1.32], [-2.66, 3.79, 0.04], [-5.44, 1.71, -0.48], [-4.41, 2.13, -1.82], [-4.75, 3.28, -0.54], [-6.63, 0.21, 1.14], [-5.80, -0.82, -0.15], [-6.21, -1.51, 1.34], [-5.25, 1.36, 2.69], [-5.38, -0.34, 3.30], [-3.79, 0.49, 3.15], [-3.11, -0.50, -3.05], [-2.36, 0.77, -2.10], [-1.64, -0.78, -2.16], [-3.74, -2.62, -1.43], [-3.77, -2.39, 0.39], [-2.12, -2.35, -0.59], [0.35, -1.28, 2.91], [-0.12, -1.58, 4.30], [-1.12, -2.92, 4.35], [-1.58, -3.71, 5.45], [-2.05, -3.04, 3.13], [-1.05, -0.27, 4.84], [-1.91, -0.42, 5.96], [-0.84, 1.09, 4.32], [1.24, -1.73, 5.30], [2.18, -2.85, 5.07], [1.17, -1.37, 6.73], [-2.50, -3.33, 5.92], [-0.77, -3.82, 6.21], [-1.85, -4.70, 5.14], [-1.64, -2.50, 2.30], [-3.05, -2.67, 3.47], [-1.96, -4.08, 2.93], [-1.90, -1.42, 6.28], [-1.73, 0.21, 6.84], [-2.96, -0.24, 5.67], [-1.83, 1.51, 4.21], [-0.33, 1.68, 5.03], [-0.26, 0.98, 3.40], [1.76, -3.82, 5.36], [2.40, -2.92, 4.03], [3.07, -2.56, 5.69], [2.15, -1.09, 7.13], [0.69, -2.06, 7.42], [0.56, -0.49, 6.87], [0.26, -2.12, -0.48], [1.25, -3.11, -0.91], [2.08, -3.75, 0.40], [2.89, -2.68, 1.05], [1.12, -4.32, 1.31], [2.30, -2.33, -1.91], [2.62, -0.90, -1.84], [3.25, -3.14, -2.69], [0.64, -4.44, -1.71], [-0.48, -4.33, -2.65], [1.14, -5.78, -1.65], [3.54, -2.20, 0.35], [3.58, -3.13, 1.74], [2.35, -1.88, 1.60], [0.44, -4.93, 0.78], [0.56, -3.52, 1.80], [1.67, -4.99, 2.07], [3.50, -0.62, -1.25], [2.70, -0.41, -2.88], [1.76, -0.44, -1.40], [2.73, -4.06, -3.03], [3.60, -2.52, -3.55], [4.12, -3.51, -2.10], [-0.15, -3.95, -3.61], [-0.88, -5.34, -2.81], [-1.32, -3.70, -2.37], [1.63, -6.09, -2.58], [0.29, -6.44, -1.44], [1.99, -5.98, -1.02], [1.34, 1.81, -3.63], [0.44, 1.78, -4.81], [-1.22, 2.02, -4.54], [-1.47, 3.12, -3.54], [-2.40, 1.57, -5.36], [0.31, 0.30, -5.61], [-0.05, -0.75, -4.64], [1.56, -0.06, -6.26], [1.07, 2.88, -5.91], [0.31, 3.03, -7.12], [1.88, 4.00, -5.39], [-1.69, 4.04, -4.06], [-0.57, 3.16, -2.93], [-2.30, 2.87, -2.85], [-3.22, 1.46, -4.66], [-2.24, 0.58, -5.70], [-2.66, 2.28, -6.17], [-0.49, -1.62, -5.15], [0.88, -1.04, -4.14], [-0.81, -0.37, -4.01], [1.93, 0.50, -7.10], [2.43, 0.02, -5.54], [1.49, -1.08, -6.58], [0.08, 2.05, -7.46], [-0.61, 3.59, -6.98], [0.84, 3.53, -7.99], [2.79, 4.18, -5.95], [2.09, 3.76, -4.36], [1.35, 4.97, -5.51], [1.31, 1.16, 0.55], [2.12, 2.34, 0.94], [1.33, 3.85, 0.68], [1.83, 5.04, 0.09], [0.20, 4.09, 1.56], [3.46, 2.58, 0.08], [4.76, 1.89, 0.48], [3.36, 2.64, -1.36], [2.52, 2.34, 2.58], [2.70, 1.10, 3.32], [2.96, 3.57, 3.17], [1.64, 5.91, 0.73], [1.30, 5.35, -0.86], [2.87, 5.09, -0.22], [0.07, 3.19, 2.17], [-0.79, 4.21, 1.00], [0.36, 4.99, 2.16], [5.51, 2.23, -0.28], [5.10, 2.28, 1.40], [4.65, 0.81, 0.56], [3.35, 1.60, -1.82], [2.46, 3.15, -1.69], [4.15, 3.30, -1.77], [3.75, 0.85, 3.34], [2.32, 1.26, 4.33], [2.11, 0.26, 2.91], [2.36, 3.69, 4.08], [2.77, 4.40, 2.51], [4.04, 3.54, 3.47]],
  "total_charge": 1,
  "lumo_ha": -0.04628
}

Entry 2:
{
  "formula": "C31H15Cl3F7IrNO2S",
  "method": "ωB97M-V/def2-TZVPD",
  "symbols": ["Ir", "F", "C", "C", "F", "C", "F", "C", "S", "C", "F", "C", "F", "F", "C", "C", "C", "C", "C", "F", "C", "C", "C", "C", "C", "C", "N", "H", "H", "H", "H", "H", "H", "Cl", "C", "C", "C", "Cl", "C", "O", "C", "C", "O", "C", "H", "H", "H", "Cl", "C", "C", "C", "C", "C", "C", "C", "H", "H", "H", "H", "H", "H"],
  "positions_angstrom": [[0.44, 0.10, -0.16], [3.79, 3.31, -5.66], [2.78, 2.94, -4.86], [2.99, 2.00, -3.86], [4.19, 1.46, -3.67], [1.94, 1.64, -3.04], [2.15, 0.75, -2.05], [0.65, 2.18, -3.18], [-0.65, 1.71, -2.15], [0.47, 3.12, -4.20], [-0.73, 3.67, -4.38], [1.51, 3.50, -5.03], [1.32, 4.41, -5.99], [-1.73, -3.62, 3.16], [-1.48, -2.32, 2.91], [-0.84, -1.98, 1.73], [-0.57, -0.65, 1.46], [-0.94, 0.35, 2.39], [-1.60, -0.05, 3.56], [-2.00, 0.85, 4.47], [-1.86, -1.38, 3.85], [-0.53, 1.70, 2.06], [-0.65, 2.82, 2.88], [-0.09, 4.02, 2.50], [0.58, 4.09, 1.27], [0.63, 2.96, 0.49], [0.08, 1.80, 0.85], [-0.58, -2.77, 1.04], [-2.34, -1.66, 4.77], [-1.16, 2.74, 3.83], [-0.16, 4.89, 3.13], [1.04, 5.00, 0.93], [1.14, 2.99, -0.46], [5.42, -5.37, 0.11], [4.15, -4.25, -0.15], [3.21, -4.52, -1.13], [2.18, -3.61, -1.31], [0.97, -3.93, -2.49], [2.07, -2.40, -0.58], [1.07, -1.63, -0.83], [3.11, -2.11, 0.40], [3.20, -0.89, 1.10], [2.46, 0.14, 1.03], [4.11, -3.09, 0.60], [3.26, -5.41, -1.74], [4.05, -0.81, 1.79], [4.87, -2.92, 1.35], [-6.00, 0.17, 2.82], [-4.89, -0.25, 1.57], [-4.56, -1.59, 1.36], [-3.68, -1.92, 0.36], [-3.08, -0.93, -0.46], [-2.18, -1.27, -1.46], [-3.44, 0.43, -0.21], [-4.32, 0.76, 0.79], [-5.00, -2.35, 1.98], [-3.43, -2.95, 0.18], [-1.82, -0.53, -2.15], [-1.92, -2.29, -1.63], [-3.01, 1.20, -0.83], [-4.58, 1.79, 0.97]],
  "spin_multiplicity": 2,
  "total_charge": 0,
  "lumo_ha": [-0.04452, -0.05890]
}

Entry 3:
{
  "formula": "C31H20AsAuN3O4Se",
  "method": "ωB97M-V/def2-TZVPD",
  "symbols": ["Au", "O", "C", "O", "C", "C", "C", "C", "C", "N", "C", "O", "O", "H", "H", "H", "Se", "N", "C", "C", "C", "C", "C", "C", "N", "H", "H", "H", "H", "C", "C", "C", "C", "C", "C", "As", "C", "C", "C", "C", "C", "C", "C", "C", "C", "C", "C", "C", "H", "H", "H", "H", "H", "H", "H", "H", "H", "H", "H", "H", "H"],
  "positions_angstrom": [[0.42, 1.16, -0.04], [4.02, 0.80, 1.73], [2.90, 1.15, 1.47], [2.33, 0.83, 0.28], [2.05, 1.94, 2.39], [2.51, 2.49, 3.55], [1.59, 3.14, 4.37], [0.25, 3.17, 4.03], [-0.16, 2.57, 2.84], [0.76, 1.99, 2.04], [-1.65, 2.49, 2.43], [-2.35, 3.47, 2.71], [-1.92, 1.40, 1.80], [3.56, 2.40, 3.80], [1.93, 3.61, 5.29], [-0.49, 3.65, 4.65], [-2.82, 0.34, -0.50], [-1.44, 1.46, -0.80], [-1.94, 2.68, -1.06], [-1.18, 3.87, -1.23], [-1.86, 5.01, -1.49], [-3.29, 5.04, -1.62], [-4.03, 3.92, -1.45], [-3.37, 2.70, -1.13], [-3.99, 1.55, -0.89], [-0.10, 3.86, -1.14], [-1.31, 5.94, -1.58], [-3.77, 5.98, -1.86], [-5.11, 3.93, -1.53], [4.83, -3.03, 0.71], [4.77, -2.40, -0.53], [3.57, -1.86, -0.97], [2.45, -2.00, -0.16], [2.50, -2.61, 1.09], [3.71, -3.14, 1.51], [0.82, -1.22, -0.72], [-0.66, -2.03, 0.16], [-1.06, -1.87, 1.47], [-2.26, -2.43, 1.87], [-3.03, -3.13, 0.95], [-2.63, -3.27, -0.37], [-1.43, -2.70, -0.79], [-0.90, -2.69, -2.18], [-1.45, -3.34, -3.27], [-0.87, -3.21, -4.53], [0.26, -2.41, -4.72], [0.83, -1.76, -3.64], [0.25, -1.93, -2.39], [5.78, -3.44, 1.05], [5.65, -2.32, -1.15], [3.52, -1.34, -1.91], [1.62, -2.68, 1.71], [3.77, -3.62, 2.48], [-0.47, -1.30, 2.18], [-2.60, -2.32, 2.90], [-3.97, -3.57, 1.27], [-3.25, -3.81, -1.08], [-2.33, -3.96, -3.15], [-1.31, -3.72, -5.38], [0.69, -2.30, -5.70], [1.69, -1.13, -3.77]],
  "total_charge": 1,
  "lumo_ha": -0.20597
}

Entry 4:
{
  "formula": "C31H20BaN6O5S2",
  "method": "ωB97M-V/def2-TZVPD",
  "symbols": ["Ba", "C", "C", "N", "C", "C", "C", "C", "C", "C", "C", "N", "C", "C", "C", "C", "C", "C", "C", "C", "N", "C", "H", "H", "H", "H", "H", "H", "H", "H", "H", "H", "H", "H", "C", "S", "C", "S", "N", "N", "C", "C", "C", "C", "C", "C", "N", "H", "H", "H", "H", "H", "H", "H", "H", "O", "C", "C", "O", "C", "C", "O", "C", "O", "O"],
  "positions_angstrom": [[0.69, 0.72, 0.49], [3.99, -2.85, 1.35], [2.81, -2.09, 1.48], [1.98, -1.85, 0.49], [2.27, -2.37, -0.75], [3.42, -3.14, -0.97], [4.29, -3.36, 0.13], [3.70, -3.65, -2.26], [2.83, -3.37, -3.28], [1.68, -2.60, -3.07], [1.35, -2.08, -1.83], [0.29, -1.24, -1.58], [-0.90, -1.43, -2.16], [-1.37, -2.61, -2.77], [-2.68, -2.74, -3.24], [-3.60, -1.73, -3.15], [-3.19, -0.50, -2.57], [-4.07, 0.59, -2.44], [-3.64, 1.76, -1.87], [-2.31, 1.83, -1.42], [-1.46, 0.83, -1.52], [-1.87, -0.34, -2.09], [4.64, -2.96, 2.20], [2.56, -1.64, 2.43], [5.20, -3.93, -0.03], [4.60, -4.23, -2.42], [3.04, -3.74, -4.28], [1.03, -2.38, -3.91], [-0.70, -3.45, -2.84], [-2.97, -3.69, -3.68], [-4.61, -1.84, -3.52], [-5.09, 0.49, -2.79], [-4.29, 2.61, -1.75], [-1.93, 2.73, -0.95], [-1.22, 6.56, 2.19], [-2.44, 5.28, 2.53], [-1.68, 3.81, 1.85], [-0.24, 3.90, 0.96], [-2.47, 2.80, 2.14], [-2.02, 1.57, 1.73], [-2.96, 0.70, 1.67], [-2.74, -0.69, 1.25], [-3.84, -1.44, 0.85], [-3.64, -2.74, 0.41], [-2.35, -3.25, 0.41], [-1.32, -2.43, 0.83], [-1.50, -1.18, 1.24], [-1.65, 7.48, 2.59], [-1.04, 6.66, 1.13], [-0.28, 6.35, 2.69], [-3.99, 1.01, 1.88], [-4.83, -1.00, 0.86], [-4.47, -3.34, 0.06], [-2.14, -4.25, 0.05], [-0.29, -2.77, 0.82], [7.06, -0.12, 2.30], [5.93, 0.21, 2.00], [5.47, 0.68, 0.65], [6.17, 0.80, -0.34], [4.02, 0.90, 0.76], [3.61, 0.71, 2.13], [2.41, 0.84, 2.52], [4.74, 0.21, 2.92], [4.72, -0.20, 4.08], [3.22, 1.16, -0.18]],
  "total_charge": -2,
  "lumo_ha": 0.14614
}

Entry 5:
{
  "formula": "C31H20F5N3O4PPm",
  "method": "ωB97M-V/def2-TZVPD",
  "symbols": ["Pm", "O", "C", "O", "C", "P", "C", "C", "C", "C", "C", "C", "C", "C", "C", "C", "C", "C", "H", "H", "H", "H", "H", "H", "H", "H", "H", "H", "H", "H", "F", "C", "C", "C", "F", "C", "F", "C", "F", "C", "F", "C", "C", "O", "C", "C", "C", "C", "C", "C", "H", "H", "H", "H", "H", "H", "H", "H", "O", "N", "C", "C", "N", "C", "N"],
  "positions_angstrom": [[-0.22, -0.51, 0.70], [1.89, 0.22, 1.32], [1.23, 1.27, 1.25], [0.09, 1.37, 1.79], [1.55, 2.28, 0.17], [0.01, 1.91, -0.87], [-0.85, 3.50, -0.56], [-1.89, 3.52, 0.37], [-2.47, 4.72, 0.74], [-2.02, 5.90, 0.17], [-1.00, 5.89, -0.77], [-0.42, 4.69, -1.13], [0.55, 2.13, -2.60], [-0.40, 1.76, -3.54], [-0.12, 1.86, -4.89], [1.13, 2.31, -5.31], [2.08, 2.66, -4.37], [1.79, 2.58, -3.01], [2.48, 2.01, -0.33], [1.56, 3.32, 0.51], [-2.21, 2.59, 0.82], [-3.26, 4.73, 1.47], [-2.46, 6.85, 0.47], [-0.65, 6.81, -1.21], [0.38, 4.67, -1.86], [-1.35, 1.37, -3.21], [-0.86, 1.57, -5.62], [1.36, 2.39, -6.36], [3.06, 2.99, -4.68], [2.55, 2.86, -2.29], [-2.73, 0.37, -0.36], [-3.34, -0.35, 0.67], [-2.48, -1.09, 1.47], [-3.16, -1.82, 2.45], [-2.42, -2.58, 3.28], [-4.55, -1.82, 2.60], [-5.14, -2.58, 3.54], [-5.34, -1.03, 1.77], [-6.67, -1.01, 1.90], [-4.72, -0.27, 0.77], [-5.44, 0.50, -0.04], [0.93, -3.62, 3.55], [1.50, -3.06, 2.28], [0.82, -2.30, 1.60], [2.86, -3.42, 1.87], [3.50, -2.61, 0.92], [4.78, -2.90, 0.50], [5.44, -4.02, 1.00], [4.82, -4.82, 1.95], [3.55, -4.52, 2.39], [0.04, -3.05, 3.82], [1.66, -3.61, 4.35], [0.61, -4.65, 3.37], [2.97, -1.74, 0.53], [5.27, -2.27, -0.22], [6.42, -4.27, 0.64], [5.34, -5.68, 2.34], [3.07, -5.16, 3.12], [0.59, -1.05, -1.16], [-0.59, -1.16, -1.71], [-1.32, -2.21, -1.42], [-2.58, -2.39, -2.03], [-3.60, -2.61, -2.52], [-0.94, -3.26, -0.52], [-0.64, -4.15, 0.13]],
  "spin_multiplicity": 5,
  "total_charge": 0,
  "lumo_ha": [-0.03252, -0.03241]
}

Entry 6:
{
  "formula": "C31H21Cl2F10N4O2Sc",
  "method": "ωB97M-V/def2-TZVPD",
  "symbols": ["Sc", "C", "N", "C", "C", "N", "C", "C", "F", "C", "F", "C", "F", "C", "F", "C", "F", "C", "C", "N", "C", "C", "F", "C", "F", "C", "F", "C", "F", "C", "F", "H", "H", "H", "H", "H", "H", "H", "H", "H", "H", "H", "Cl", "C", "C", "C", "C", "C", "Cl", "C", "N", "C", "C", "C", "C", "C", "C", "C", "C", "O", "O", "H", "H", "H", "H", "H", "H", "H", "H", "H", "H"],
  "positions_angstrom": [[0.51, 0.83, 0.95], [0.70, 3.99, 2.29], [0.52, 3.29, 1.01], [-0.78, 3.61, 0.41], [-1.88, 2.91, 1.19], [-1.46, 1.53, 1.42], [-2.41, 0.64, 1.86], [-3.72, 0.86, 2.29], [-4.24, 2.10, 2.36], [-4.55, -0.18, 2.69], [-5.79, 0.10, 3.09], [-4.12, -1.50, 2.69], [-4.94, -2.48, 3.08], [-2.83, -1.76, 2.28], [-2.37, -3.01, 2.25], [-2.04, -0.71, 1.88], [-0.77, -0.98, 1.42], [1.65, 3.54, 0.12], [2.90, 2.88, 0.71], [2.46, 1.64, 1.34], [3.36, 0.87, 2.01], [4.75, 0.97, 2.10], [5.42, 1.93, 1.43], [5.51, 0.07, 2.84], [6.84, 0.21, 2.86], [4.93, -0.96, 3.54], [5.67, -1.82, 4.25], [3.55, -1.09, 3.50], [2.94, -2.07, 4.18], [2.83, -0.19, 2.77], [1.45, -0.29, 2.76], [0.87, 5.06, 2.12], [1.56, 3.57, 2.82], [-0.18, 3.86, 2.92], [-0.77, 3.24, -0.61], [-0.97, 4.69, 0.39], [-2.80, 2.96, 0.60], [-2.08, 3.43, 2.13], [1.82, 4.61, -0.03], [1.41, 3.09, -0.84], [3.38, 3.55, 1.43], [3.62, 2.71, -0.10], [-3.21, 0.38, -1.75], [-3.18, -1.36, -1.61], [-4.33, -2.00, -1.22], [-4.34, -3.38, -1.10], [-3.17, -4.09, -1.35], [-2.01, -3.43, -1.72], [-0.56, -4.35, -1.88], [-1.99, -2.04, -1.90], [-0.85, -1.34, -2.27], [-0.06, -1.65, -3.40], [-0.65, -2.27, -4.51], [0.08, -2.56, -5.64], [1.42, -2.21, -5.69], [2.01, -1.59, -4.61], [1.29, -1.31, -3.44], [2.10, -0.75, -2.29], [1.38, -0.22, -1.08], [1.56, -0.75, 0.05], [0.63, 0.83, -1.15], [-5.22, -1.42, -1.01], [-5.24, -3.91, -0.80], [-3.14, -5.17, -1.23], [-0.90, -0.35, -2.08], [-1.71, -2.51, -4.46], [-0.40, -3.05, -6.48], [2.01, -2.43, -6.58], [3.06, -1.32, -4.64], [2.70, 0.08, -2.66], [2.78, -1.51, -1.92]],
  "total_charge": 0,
  "lumo_ha": 0.00796
}

Record order is preserved below.
Total energy: -5741.902042 -3977.628366 -6431.163221 -2720.165197 -3107.534470 -4243.318852 Eh